59
Properties=species:S:1:pos:R:3:mulliken_charge:R:1 method="wB97M-V/def2-TZVPD" mol_weight_g_mol=350.4 spin_multiplicity=1 homo_energy_ha=-0.336 gap_ev=9.139 lumo_energy_ha=0.0000
C 2.120 2.236 2.390 -1.852
C 1.043 2.149 1.300 0.499
N 0.958 0.932 0.428 0.692
C -0.758 -0.424 1.728 -0.220
C -0.218 0.136 0.416 0.718
C 0.195 -0.910 -0.792 -0.122
N -0.986 -1.690 -1.135 -0.188
O -0.247 2.278 1.919 -0.635
H 3.029 2.162 1.777 0.404
H 2.158 3.293 2.675 0.528
H 2.177 1.631 3.285 0.297
H 1.746 0.270 0.598 0.068
H -1.668 -1.038 1.462 0.116
H -0.049 -1.165 2.090 -0.760
H -1.061 0.272 2.470 0.524
H -1.202 0.691 0.130 -0.315
H 0.964 -1.535 -0.347 0.250
H 0.575 -0.234 -1.581 -0.458
H -1.787 -1.215 -1.492 0.170
H -0.676 -2.354 -1.840 0.302
H 2.420 -3.294 2.254 0.334
H 2.439 -1.987 1.265 0.513
O 2.795 -2.853 1.495 -0.763
H -3.449 2.217 2.417 0.299
H -1.845 1.979 2.453 0.481
O -2.668 2.125 3.000 -0.672
H 0.448 3.900 0.384 0.364
H -0.140 1.843 -2.348 0.227
O 1.175 3.146 0.396 -0.517
H -2.427 1.640 -1.922 0.433
H -3.695 1.446 -2.937 0.265
O -3.319 1.185 -2.079 -0.635
H 1.093 -3.750 0.659 0.340
H -0.354 -3.363 0.682 0.305
O 0.350 -3.679 1.226 -0.695
H -0.760 -1.674 -3.724 0.243
H 0.077 -0.728 -4.384 0.333
O -0.847 -0.866 -4.185 -0.649
H 2.278 0.461 -3.166 0.365
H 2.278 0.161 -4.593 0.311
O 1.985 -0.279 -3.779 -0.642
H 0.449 -3.147 3.034 0.493
H 0.925 -1.973 3.128 0.170
O 0.586 -2.572 3.825 -0.704
H -0.099 2.784 2.815 0.302
H -1.104 1.086 -3.491 0.388
O -0.903 1.893 -2.947 -0.696
H 3.033 2.174 -1.602 0.290
H 2.480 2.636 -2.881 0.329
O 3.014 1.923 -2.530 -0.726
H -3.590 -2.286 -1.552 0.335
H -4.202 -2.926 -0.356 0.311
O -4.451 -2.546 -1.223 -0.671
H 4.205 -1.100 1.216 0.283
H 3.729 -0.276 2.394 0.290
O 3.673 -0.283 1.443 -0.648
H -4.010 -0.657 0.403 0.303
H -3.089 0.316 0.005 0.139
O -3.044 -0.661 0.335 -0.442

59
Properties=species:S:1:pos:R:3:mulliken_charge:R:1 method="wB97M-V/def2-TZVPD" mol_weight_g_mol=350.4 spin_multiplicity=1 homo_energy_ha=-0.322 gap_ev=8.675 lumo_energy_ha=-0.0028
N 2.714 -1.315 0.381 -0.555
C 1.599 -0.372 0.155 -0.083
C 0.299 -1.015 0.618 -0.302
N -0.754 -0.047 0.805 0.326
C -2.548 1.259 0.026 -1.618
C -2.037 -0.202 0.129 0.751
C -3.098 -1.037 0.790 -0.538
O -2.781 -2.126 1.219 -0.391
H 2.497 -1.832 1.225 0.295
H 3.603 -0.847 0.486 0.228
H 1.675 0.546 0.753 0.133
H 1.688 -0.068 -0.883 -0.172
H 0.009 -1.870 0.010 0.186
H 0.576 -1.428 1.602 0.105
H -0.866 0.376 1.712 0.268
H -1.777 1.967 -0.261 0.115
H -3.309 1.364 -0.759 0.453
H -3.061 1.676 0.899 0.426
H -1.828 -0.512 -0.897 0.297
H -4.158 -0.752 0.837 0.362
H 0.788 1.084 4.235 0.305
H 2.146 1.007 3.550 0.302
O 1.397 1.595 3.692 -0.603
H -3.007 0.283 4.342 0.268
H -2.272 -0.975 3.868 0.356
O -2.505 -0.064 3.598 -0.560
H 4.675 2.201 -0.448 0.285
H 5.267 0.991 -1.022 0.261
O 4.402 1.360 -0.802 -0.516
H 2.659 -1.276 -2.966 0.354
H 1.166 -1.117 -2.615 0.193
O 1.768 -1.514 -3.241 -0.621
H -0.582 -3.025 -3.109 0.304
H -0.996 -4.351 -2.507 0.298
O -1.249 -3.422 -2.536 -0.627
H 0.518 0.520 -3.016 0.287
H 0.410 1.554 -4.053 0.318
O -0.132 0.883 -3.622 -0.613
H 0.241 3.603 0.655 0.260
H 1.150 3.302 1.947 0.257
O 1.109 3.374 0.989 -0.633
H -1.547 -3.676 -0.307 0.291
H -0.644 -3.773 0.995 0.285
O -0.777 -4.080 0.100 -0.569
H -0.858 -2.271 2.752 0.219
H -1.818 -3.413 3.199 0.325
O -1.406 -2.590 3.473 -0.720
H 2.250 -3.821 -0.547 0.310
H 1.157 -4.802 -0.747 0.290
O 1.978 -4.702 -0.256 -0.641
H -2.121 4.081 -2.144 0.385
H -2.170 4.555 -0.784 0.267
O -2.786 4.220 -1.447 -0.641
H 1.337 2.354 -0.536 0.362
H 0.311 2.064 -1.754 0.431
O 1.218 2.269 -1.498 -0.776
H 0.623 4.024 -1.856 0.408
H -0.233 5.243 -1.925 0.284
O 0.089 4.541 -2.506 -0.671

59
Properties=species:S:1:pos:R:3:mulliken_charge:R:1 method="wB97M-V/def2-TZVPD" mol_weight_g_mol=351.4 spin_multiplicity=2 homo_energy_ha="-0.076 / -0.321" gap_ev="1.893 / 8.469" lumo_energy_ha="-0.0069 / -0.0093"
C -0.905 -0.554 0.610 -1.150
N -0.486 0.304 -0.509 0.767
C 0.582 -0.240 -1.326 -0.764
C 0.850 0.697 -2.528 -0.477
S 0.001 0.439 -4.065 -0.235
C 0.149 -0.667 1.741 0.923
N 0.349 0.644 2.556 -0.019
C -0.036 -1.689 2.882 -1.899
H -1.091 -1.604 0.304 0.563
H -1.879 -0.230 1.015 0.169
H -0.233 1.209 -0.103 0.216
H 0.230 -1.179 -1.755 0.365
H 1.589 -0.497 -0.952 -0.270
H 1.848 0.496 -2.897 0.444
H 0.822 1.765 -2.352 -0.181
H -1.333 0.480 -3.786 0.078
H 1.149 -0.840 1.332 -0.772
H 1.081 1.223 2.099 0.229
H -0.515 1.214 2.670 0.261
H 0.673 0.409 3.490 0.452
H 0.926 -1.980 3.326 0.245
H -0.510 -1.282 3.787 0.468
H -0.519 -2.529 2.384 0.679
H -3.426 1.653 -1.694 0.271
H -2.220 0.884 -1.221 0.260
O -2.831 1.593 -0.931 -0.751
H 4.007 1.339 -0.214 0.364
H 4.198 2.802 -0.816 0.257
O 3.589 2.049 -0.730 -0.615
H -2.840 -2.689 0.882 0.323
H -2.862 -3.317 2.221 0.324
O -2.752 -3.558 1.293 -0.585
H 2.384 2.335 0.513 0.303
H 1.360 3.423 0.925 0.229
O 1.648 2.523 1.151 -0.568
H 0.501 -4.295 -0.858 -0.088
H 1.916 -3.969 -1.288 0.208
O 1.204 -3.629 -0.709 0.052
H -1.976 2.457 0.275 0.518
H -2.201 3.906 0.439 0.265
O -1.677 3.210 0.851 -0.667
H -2.006 2.298 3.935 0.277
H -1.573 2.649 2.520 0.311
O -1.569 1.909 3.169 -0.513
H 2.053 -2.170 0.390 0.033
H 3.059 -3.065 1.054 0.220
O 2.695 -2.167 1.112 -0.127
H 0.549 3.825 -1.691 0.281
H -0.485 5.016 -1.380 0.301
O -0.210 4.338 -1.990 -0.627
H -2.836 -1.522 -2.248 0.280
H -4.042 -0.837 -2.759 0.267
O -3.325 -0.675 -2.139 -0.563
H 3.783 -0.905 0.569 0.254
H 5.220 -0.745 0.263 0.287
O 4.368 -0.365 -0.029 -0.820
H -1.611 -2.755 -3.151 0.290
H -2.508 -4.001 -3.016 0.238
O -2.327 -3.133 -2.622 -0.581

59
Properties=species:S:1:pos:R:3:mulliken_charge:R:1 method="wB97M-V/def2-TZVPD" mol_weight_g_mol=335.4 spin_multiplicity=1 total_charge=+1 homo_energy_ha=-0.414 gap_ev=8.583 lumo_energy_ha=-0.0988
N -0.636 -0.471 1.457 0.157
C -0.924 -1.739 2.190 -0.485
C 0.173 -2.818 2.112 -1.278
N -0.051 -3.883 1.063 0.196
C -1.342 -4.537 1.132 -1.080
C 0.253 -3.550 -0.344 -0.836
C -0.863 -3.224 -1.339 -0.508
O -1.724 -2.220 -0.855 -0.473
H -0.447 -0.695 0.506 0.054
H 0.179 0.096 1.770 0.406
H -1.466 0.138 1.409 0.397
H -1.923 -2.091 1.968 0.575
H -1.189 -1.501 3.226 0.412
H 1.092 -2.269 1.908 0.560
H 0.201 -3.310 3.085 0.359
H -2.184 -3.912 0.804 0.283
H -1.315 -5.369 0.440 0.386
H -1.683 -4.819 2.133 0.336
H 0.800 -4.428 -0.692 0.402
H 1.052 -2.806 -0.361 0.306
H -0.575 -3.184 -2.403 0.390
H -1.499 -4.121 -1.385 0.376
H -2.643 -2.266 -1.172 0.261
H 1.306 3.999 1.146 0.299
H 0.948 2.738 1.926 0.482
O 0.693 3.698 1.816 -0.666
H -1.067 2.959 0.080 0.291
H -2.410 3.358 -0.068 0.357
O -1.741 2.824 -0.575 -0.659
H 4.684 0.828 1.535 0.305
H 4.315 1.848 0.219 0.348
O 4.112 1.074 0.774 -0.644
H 3.815 3.285 -1.489 0.279
H 2.751 2.240 -1.721 0.468
O 3.212 2.682 -0.975 -0.715
H -0.924 1.065 -5.129 0.359
H -0.366 0.059 -6.126 0.339
O -0.923 0.157 -5.389 -0.711
H -1.735 4.616 -3.108 0.315
H -2.248 3.311 -2.522 0.312
O -2.523 4.026 -3.105 -0.618
H 0.616 -0.022 -4.387 0.356
H 0.508 0.044 -2.790 0.304
O 1.105 0.311 -3.613 -0.688
H 2.512 2.387 -4.302 0.281
H 1.585 2.077 -3.232 0.385
O 2.368 2.658 -3.401 -0.682
H 2.753 -1.832 3.516 0.252
H 3.632 -1.288 2.491 0.261
O 2.724 -1.327 2.744 -0.498
H 2.015 1.062 2.583 0.290
H 2.357 1.236 1.159 0.347
O 1.545 1.046 1.728 -0.927
H -2.023 1.873 1.781 0.323
H -3.661 1.360 2.084 0.276
O -2.924 1.604 1.428 -0.645
H -2.706 0.053 4.166 0.348
H -4.229 -0.076 3.950 0.296
O -3.396 -0.223 3.474 -0.615

60
Properties=species:S:1:pos:R:3:mulliken_charge:R:1 method="wB97M-V/def2-TZVPD" mol_weight_g_mol=351.4 spin_multiplicity=1 total_charge=-1 homo_energy_ha=-0.232 gap_ev=8.910 lumo_energy_ha=0.0955
C -0.369 1.002 0.247 -0.634
N 0.702 0.737 -0.720 0.023
C 2.033 0.355 -0.280 1.309
C 2.820 -0.518 -1.232 -1.267
C 2.467 -2.026 -1.304 -0.385
O 2.180 -2.617 -0.001 -0.555
C 2.927 1.610 0.032 -1.227
N 2.340 2.835 0.643 -0.541
H -0.379 1.982 0.714 0.501
H -1.311 0.623 -0.140 0.234
H -0.237 0.302 1.107 0.165
H 0.764 1.606 -1.250 0.262
H 1.797 -0.271 0.599 -0.462
H 2.699 -0.212 -2.297 0.314
H 3.927 -0.469 -1.206 0.440
H 3.302 -2.620 -1.668 0.388
H 1.536 -2.184 -1.841 0.177
H 3.434 1.882 -0.895 0.484
H 3.609 1.074 0.706 0.442
H 3.207 3.364 0.843 0.289
H 1.981 2.649 1.581 0.173
H -3.339 -1.471 1.159 0.298
H -2.564 -2.895 0.958 0.413
O -3.165 -2.351 1.484 -0.755
H 1.207 -2.422 0.285 0.270
H 0.905 -2.740 2.113 0.175
O 0.283 -2.152 1.675 -1.172
H -3.607 1.306 -2.272 0.324
H -3.336 2.758 -2.390 0.419
O -3.561 1.990 -2.947 -0.762
H -0.533 -0.921 -1.556 0.163
H -1.355 -2.230 -1.347 0.373
O -1.187 -1.494 -1.991 -0.633
H -3.415 1.009 3.227 0.221
H -2.208 0.002 2.801 0.476
O -3.011 0.566 2.466 -0.628
H 0.263 0.581 4.032 0.315
H 1.535 0.434 3.223 0.385
O 0.932 1.115 3.574 -0.680
H -0.645 -1.579 2.684 0.425
H -2.094 -1.710 3.190 0.355
O -1.302 -1.175 3.398 -0.841
H 3.507 -1.020 3.175 0.272
H 2.430 -1.408 2.313 0.295
O 2.539 -1.081 3.224 -0.673
H -2.234 3.340 -0.486 0.314
H -2.969 2.147 0.251 0.276
O -2.874 2.642 -0.588 -0.635
H -1.023 -1.383 -3.738 0.351
H -1.320 -2.688 -4.181 0.297
O -0.786 -1.954 -4.512 -0.665
H 0.616 3.404 -0.646 0.275
H -0.703 3.442 -1.632 0.363
O -0.201 3.826 -0.907 -0.763
H -0.638 -3.960 -0.554 0.365
H -0.603 -2.885 0.590 0.610
O -1.254 -3.366 -0.110 -0.950
H -0.894 1.141 -2.848 0.253
H -1.900 2.076 -3.440 0.472
O -0.922 2.003 -3.316 -0.728

58
Properties=species:S:1:pos:R:3:mulliken_charge:R:1 method="wB97M-V/def2-TZVPD" mol_weight_g_mol=321.4 spin_multiplicity=1 homo_energy_ha=-0.351 gap_ev=9.417 lumo_energy_ha=-0.0046
C 0.178 -1.369 -2.113 -1.291
N 0.226 0.110 -1.489 0.045
C 0.140 -0.125 0.084 0.485
C -2.184 0.738 -1.120 -1.999
C -0.902 0.795 -1.967 1.630
C -0.628 2.307 -2.339 -2.572
H 0.830 -1.518 -3.033 0.414
H 0.737 -2.108 -1.486 0.157
H -0.801 -1.687 -2.071 0.587
H 0.879 -0.891 0.292 -0.801
H -0.838 -0.537 0.422 0.421
H 0.298 0.823 0.486 0.218
H -2.117 1.315 -0.240 0.577
H -2.681 -0.163 -0.871 0.180
H -3.032 1.157 -1.613 0.525
H -1.071 0.393 -2.969 0.141
H -1.500 2.927 -2.342 0.507
H -0.080 2.834 -1.695 0.535
H 0.037 2.412 -3.176 0.472
H 1.227 0.899 4.207 0.325
H 0.210 2.085 3.459 0.252
O 0.512 1.289 3.559 -0.579
H -2.920 3.904 0.048 0.313
H -3.997 3.376 1.108 0.302
O -3.022 3.486 0.920 -0.642
H -0.448 -0.619 3.609 0.304
H -1.849 -0.557 4.079 0.316
O -1.106 -1.175 3.988 -0.655
H -0.966 2.693 1.467 0.302
H -0.655 4.085 1.863 0.264
O -0.332 3.169 1.913 -0.610
H 2.248 -3.477 2.049 0.284
H 2.092 -2.118 1.431 0.331
O 1.788 -3.041 1.367 -0.644
H -2.398 -3.885 -0.324 0.323
H -1.736 -2.784 0.307 0.328
O -2.497 -2.910 -0.304 -0.658
H 1.683 2.537 -1.013 0.230
H 1.594 1.036 -1.349 0.593
O 2.185 1.768 -0.953 -0.854
H -3.098 -2.349 -1.887 0.347
H -3.561 -2.216 -3.272 0.265
O -2.948 -1.806 -2.800 -0.586
H 3.913 -0.543 2.643 0.278
H 2.741 0.236 2.203 0.411
O 3.042 -0.694 2.294 -0.619
H -1.251 -2.866 2.360 0.291
H 0.156 -3.232 1.718 0.377
O -0.802 -3.224 1.590 -0.711
H 3.575 -0.726 -0.956 0.273
H 3.670 0.749 -1.188 0.404
O 4.072 -0.098 -1.420 -0.681
H -0.014 -0.695 -3.962 0.331
H -1.026 -1.670 -4.624 0.315
O -0.494 -0.915 -4.938 -0.678
H 2.666 1.996 0.871 0.413
H 1.939 2.353 2.227 0.244
O 2.644 1.899 1.829 -0.731